[1]
Molecular formula: C9H10N2O
Method: DFT, ωB97M-V/def2-TZVPD

## Properties
HOMO-LUMO gap in eV: 7.5143
LUMO energy in eV: -0.83

```
22
C9H10N2O | OMol25 | ωB97M-V/def2-TZVPD
C 0.29 5.95 1.32
C -0.27 4.70 1.04
C -0.74 3.64 0.81
C -1.30 2.40 0.54
C 1.05 -3.31 -1.48
C 0.57 -1.98 -2.06
C -0.88 -1.10 -0.41
C 0.05 -0.81 0.51
C -0.29 -0.17 1.82
H 2.04 -3.53 -1.86
H 0.36 -4.12 -1.76
H 1.09 -3.26 -0.38
H 1.25 -1.16 -1.81
H 0.51 -2.05 -3.16
H -1.93 -0.90 -0.22
H 1.10 -1.03 0.34
H -1.37 0.00 1.92
H 0.01 -0.79 2.68
H 0.23 0.80 1.96
N 0.75 6.99 1.55
N -1.77 1.36 0.30
O -0.74 -1.64 -1.64
```

---

[2]
Molecular formula: C26H26N4O2ReS
Method: DFT, ωB97M-V/def2-TZVPD

## Properties
HOMO-LUMO gap (alpha / beta) in eV: 8.6148 / 4.0952
Expectation value of S²: 3.787
Spin multiplicity: 4
LUMO energy (alpha / beta) in eV: -12.66 / -16.49
Charge: +4

```
60
C26H26N4O2ReS | OMol25 | ωB97M-V/def2-TZVPD
N -1.01 3.84 -0.38
C -0.06 4.42 -0.74
C 1.09 5.20 -1.19
H 0.76 6.23 -1.40
H 1.52 4.76 -2.09
H 1.85 5.23 -0.40
N 3.34 -2.00 -1.50
C 4.03 -2.74 -2.07
C 5.16 -3.54 -2.50
H 5.69 -3.00 -3.29
H 4.84 -4.53 -2.87
H 5.81 -3.67 -1.63
N -1.90 -4.02 -1.04
C -2.94 -3.49 -1.16
C -4.29 -2.98 -1.30
H -4.96 -3.55 -0.64
H -4.63 -3.10 -2.34
H -4.31 -1.92 -1.04
Re 0.86 -0.64 -1.60
C 0.80 -2.33 -0.46
O 0.77 -3.33 0.16
C 2.23 0.52 -0.78
O 3.00 1.22 -0.26
C 1.06 0.73 -3.32
C -0.24 0.70 -2.79
C -0.92 -0.54 -2.78
C -0.27 -1.71 -3.21
C 1.10 -1.67 -3.50
C 1.78 -0.45 -3.54
H 1.54 1.70 -3.49
H -0.70 1.60 -2.44
H -1.94 -0.60 -2.46
H -0.80 -2.66 -3.22
H 1.64 -2.58 -3.73
H 2.83 -0.42 -3.80
N -0.42 0.14 -0.15
S -0.64 -0.56 1.33
C 0.57 0.33 2.31
C 1.14 -0.38 3.37
C 2.01 0.28 4.23
C 2.29 1.64 4.03
C 1.70 2.34 2.96
C 0.83 1.67 2.10
C -2.13 0.12 2.05
C -2.34 1.48 2.27
C -3.47 1.91 2.98
C -4.41 0.98 3.43
C -4.19 -0.39 3.22
C -3.05 -0.82 2.54
H -0.90 1.04 -0.27
H 0.89 -1.43 3.50
H 2.45 -0.25 5.07
H 2.96 2.17 4.71
H 1.90 3.39 2.80
H 0.33 2.21 1.30
H -1.62 2.21 1.91
H -3.61 2.97 3.17
H -5.30 1.31 3.96
H -4.90 -1.13 3.60
H -2.84 -1.88 2.38
```

---

[3]
Molecular formula: C24H30N4O
Method: DFT, ωB97M-V/def2-TZVPD

## Properties
HOMO-LUMO gap in eV: 8.6697
LUMO energy in eV: 0.64

```
59
C24H30N4O | OMol25 | ωB97M-V/def2-TZVPD
O -1.14 -3.18 1.06
H -1.81 -2.96 0.39
C 0.12 -3.20 0.45
C 0.58 -1.85 -0.11
H -0.20 -1.45 -0.76
H 1.47 -2.00 -0.72
C 0.93 -0.82 0.98
N 1.81 0.20 0.42
C 1.07 1.12 -0.42
C -0.14 1.73 0.28
N -1.02 0.67 0.72
C -0.32 -0.22 1.64
H -0.98 -1.03 1.94
H -0.01 0.33 2.55
C -2.25 1.18 1.33
C -3.12 1.90 0.36
C -3.27 3.25 0.18
C -4.27 3.46 -0.79
C -4.72 2.23 -1.16
N -4.03 1.28 -0.48
C -4.23 -0.10 -0.62
C -5.51 -0.62 -0.80
C -5.65 -2.00 -0.92
C -4.52 -2.79 -0.85
N -3.30 -2.30 -0.68
C -3.16 -0.99 -0.58
H -2.15 -0.61 -0.46
H -4.58 -3.87 -0.92
H -6.62 -2.44 -1.06
H -6.37 0.02 -0.83
H -5.46 1.96 -1.90
H -4.61 4.41 -1.16
H -2.71 4.01 0.70
H -2.02 1.87 2.16
H -2.79 0.32 1.75
H -0.69 2.37 -0.41
H 0.19 2.35 1.13
H 1.75 1.91 -0.77
H 0.73 0.56 -1.30
C 2.69 0.83 1.40
C 4.00 0.03 1.52
C 4.74 0.04 0.22
C 4.54 -0.96 -0.72
C 5.17 -0.92 -1.94
C 6.03 0.12 -2.25
C 6.23 1.13 -1.33
C 5.59 1.09 -0.10
H 5.76 1.88 0.62
H 6.90 1.95 -1.56
H 6.53 0.15 -3.21
H 5.01 -1.71 -2.66
H 3.87 -1.78 -0.48
H 3.77 -1.00 1.81
H 4.61 0.49 2.31
H 2.22 0.91 2.39
H 2.93 1.84 1.06
H 1.50 -1.35 1.75
H 0.13 -3.93 -0.37
H 0.82 -3.54 1.22
```

---

[4]
Molecular formula: H12O6
Method: DFT, ωB97M-V/def2-TZVPD

## Properties
HOMO-LUMO gap in eV: 11.5337
LUMO energy in eV: 0.20

```
18
H12O6 | OMol25 | ωB97M-V/def2-TZVPD
H -0.26 -1.13 -0.23
H -0.26 -0.10 0.88
H 3.41 -1.81 -0.54
H 3.74 -3.04 -1.27
H -2.33 -1.34 0.47
H -2.21 -2.54 1.59
H -5.70 0.14 -0.04
H -4.46 0.87 0.05
H -0.29 3.91 -1.45
H 0.56 3.10 -0.65
H 3.34 0.20 0.86
H 4.56 1.24 1.06
O -0.32 -0.18 -0.08
O 3.46 -2.21 -1.46
O -2.20 -2.28 0.61
O -4.85 0.22 -0.48
O 0.22 3.94 -0.59
O 3.59 1.00 1.28
```

---

Computed values of strongest force on any atom (unit: Eh/bohr) for the preceding records, in sequence: 0.060, 0.139, 0.019, 0.106.
Computed values of ΔE to the lowest compared entry with this formula, charge and spin (unit: eV) for the preceding records, in sequence: 5.609, 0.000, 0.606, 2.457.